Formula: C4H12
Source: the OMol25 dataset
Level of theory: ωB97M-V/def2-TZVPD

CARTESIAN COORDINATES (ANGSTROEM)
C1 -1.85 -1.72 -0.24
C2 -1.07 -1.07 -1.42
H1 -1.19 -2.42 0.24
H2 -2.18 -0.97 0.48
H3 -2.87 -1.89 -0.62
H4 -1.73 -0.29 -1.76
H5 -0.90 -1.76 -2.24
H6 -0.11 -0.69 -1.09
C3 1.81 0.66 0.57
C4 1.19 1.99 1.00
H7 1.78 -0.15 1.31
H8 1.11 0.36 -0.20
H9 2.87 0.84 0.32
H10 0.16 2.23 0.69
H11 1.83 2.87 0.86
H12 1.16 2.01 2.10

Results
Charge: 0
Energy above the lowest of the compared OMol25 structures with the same formula, charge and spin (eV): 0.909
Structure (SMILES): CC.CC
Highest occupied orbital energy (eV): -11.11

Just the Mulliken charges please, in e? Sure, here they are:
1. C -0.88
2. C -0.55
3. H 0.31
4. H 0.26
5. H 0.31
6. H 0.28
7. H 0.30
8. H -0.03
9. C -0.32
10. C -0.90
11. H 0.26
12. H -0.20
13. H 0.31
14. H 0.31
15. H 0.29
16. H 0.25


Formula: C7H13NO
Source: the OMol25 dataset
Level of theory: ωB97M-V/def2-TZVPD

CARTESIAN COORDINATES (ANGSTROEM)
C1 -0.95 1.65 0.59
C2 -0.11 0.37 0.64
C3 1.34 0.68 1.00
C4 1.45 1.07 2.49
N1 1.74 1.08 3.61
C5 -0.07 -0.49 -0.74
C6 0.37 -1.94 -0.47
C7 -1.44 -0.52 -1.43
O1 0.84 0.12 -1.64
H1 -1.88 1.54 0.03
H2 -0.39 2.49 0.18
H3 -1.24 1.92 1.62
H4 -0.56 -0.29 1.39
H5 1.73 1.52 0.41
H6 2.02 -0.16 0.85
H7 1.41 -1.99 -0.14
H8 0.33 -2.54 -1.38
H9 -0.26 -2.41 0.29
H10 -1.69 0.45 -1.86
H11 -2.23 -0.85 -0.75
H12 -1.42 -1.21 -2.29
H13 1.02 -0.49 -2.38

Results
Charge: 0
Energy above the lowest of the compared OMol25 structures with the same formula, charge and spin (eV): 0.694
Structure (SMILES): C[C@H](CC#N)C(C)(C)O
Highest occupied orbital energy (eV): -10.60

Just the Mulliken charges please, in e? Sure, here they are:
1. C -1.53
2. C 0.20
3. C -0.43
4. C 0.07
5. N -0.48
6. C 1.36
7. C -1.63
8. C -1.95
9. O -0.61
10. H 0.40
11. H 0.32
12. H 0.42
13. H 0.34
14. H 0.42
15. H 0.29
16. H 0.38
17. H 0.46
18. H 0.38
19. H 0.43
20. H 0.34
21. H 0.45
22. H 0.38


Formula: C49H48N6O10S
Source: the OMol25 dataset
Level of theory: ωB97M-V/def2-TZVPD

CARTESIAN COORDINATES (ANGSTROEM)
C1 -0.67 3.78 -2.25
C2 -1.49 2.80 -3.29
C3 -0.56 1.47 -3.55
C4 -1.25 0.23 -2.67
C5 -0.14 -0.46 -1.62
C6 -0.51 -2.04 -1.42
C7 -1.72 -2.34 -0.35
C8 -1.68 -1.43 1.01
C9 -3.06 -0.56 1.39
C10 -3.19 0.39 2.72
C11 -1.89 0.44 3.74
C12 -0.48 -0.38 3.43
C13 -0.43 -1.28 2.06
S1 1.22 -2.18 1.72
C14 2.49 -0.99 2.50
C15 4.01 -0.76 1.93
C16 5.04 0.31 2.70
C17 4.61 1.15 4.07
C18 3.06 0.89 4.61
C19 2.00 -0.14 3.84
N1 0.62 -0.24 4.46
H1 -0.18 4.64 -2.89
H2 -1.45 4.25 -1.49
H3 0.16 3.17 -1.64
H4 -2.57 2.53 -2.93
H5 -1.61 3.39 -4.32
H6 -0.65 1.22 -4.71
H7 0.58 1.64 -3.26
H8 -1.59 -0.56 -3.48
H9 -2.17 0.58 -2.03
H10 0.89 -0.43 -2.22
H11 0.00 0.15 -0.63
H12 0.42 -2.74 -1.17
H13 -0.91 -2.43 -2.48
H14 -1.65 -3.48 -0.02
H15 -2.79 -2.21 -0.85
H16 -4.00 -0.60 0.67
H17 -4.16 1.03 2.98
H18 -2.01 1.11 4.71
H19 4.40 -1.31 0.96
H20 6.14 0.51 2.32
H21 5.32 1.89 4.65
H22 2.76 1.49 5.59
H23 0.60 -1.04 5.15
O1 0.96 7.95 1.94
N2 1.76 7.06 1.61
O2 2.77 7.25 0.90
C20 1.51 5.69 2.08
C21 0.37 5.43 2.85
C22 0.12 4.12 3.27
C23 1.00 3.09 2.94
C24 2.14 3.36 2.18
C25 2.40 4.67 1.75
H24 -0.33 6.22 3.12
H25 -0.77 3.90 3.87
H26 0.80 2.08 3.26
H27 2.83 2.56 1.92
H28 3.29 4.86 1.15
O3 0.18 -5.14 -0.76
N3 0.67 -6.08 -1.39
O4 0.08 -6.73 -2.26
C26 2.06 -6.45 -1.09
C27 2.76 -5.77 -0.09
C28 4.07 -6.14 0.21
C29 4.67 -7.19 -0.49
C30 3.98 -7.87 -1.49
C31 2.67 -7.50 -1.80
H29 2.30 -4.95 0.46
H30 4.62 -5.62 0.99
H31 5.70 -7.48 -0.24
H32 4.46 -8.68 -2.03
H33 2.14 -8.04 -2.58
O5 -1.31 4.77 -5.95
N4 -1.15 5.77 -6.66
O6 -1.80 6.02 -7.68
C32 -0.10 6.73 -6.27
C33 0.69 6.46 -5.14
C34 1.69 7.36 -4.78
C35 1.91 8.51 -5.54
C36 1.11 8.78 -6.66
C37 0.11 7.88 -7.03
H34 0.53 5.57 -4.53
H35 2.31 7.17 -3.91
H36 2.70 9.21 -5.27
H37 1.28 9.67 -7.25
H38 -0.50 8.10 -7.91
O7 -0.65 -7.18 -8.02
N5 -0.68 -7.07 -6.79
O8 0.13 -6.41 -6.12
C38 -1.75 -7.77 -6.06
C39 -2.67 -8.55 -6.77
C40 -3.67 -9.23 -6.07
C41 -3.76 -9.13 -4.68
C42 -2.85 -8.33 -3.98
C43 -1.84 -7.65 -4.67
H39 -2.62 -8.65 -7.85
H40 -4.39 -9.85 -6.61
H41 -4.53 -9.66 -4.15
H42 -2.92 -8.25 -2.90
H43 -1.14 -7.04 -4.11
O9 -0.76 2.93 6.55
N6 -0.79 3.04 7.78
O10 0.02 3.70 8.45
C44 -1.86 2.34 8.51
C45 -2.78 1.55 7.80
C46 -3.78 0.87 8.49
C47 -3.86 0.98 9.88
C48 -2.95 1.77 10.58
C49 -1.95 2.46 9.90
H44 -2.73 1.46 6.71
H45 -4.49 0.25 7.95
H46 -4.64 0.44 10.42
H47 -3.02 1.86 11.67
H48 -1.24 3.07 10.46

Results
Charge: 0
Structure (SMILES): CCCCCCCc1cccc2c1Sc1ccccc1N2.O=[N+]([O-])c1ccccc1.O=[N+]([O-])c1ccccc1.O=[N+]([O-])c1ccccc1.O=[N+]([O-])c1ccccc1.O=[N+]([O-])c1ccccc1
Highest occupied orbital energy (eV): -8.03

Mulliken population analysis, charges in e, atoms 1 to 99:
1. C -0.48
2. C -0.10
3. C -0.68
4. C -0.36
5. C -0.34
6. C -0.33
7. C -0.51
8. C 0.27
9. C -0.76
10. C -0.64
11. C 0.03
12. C 0.03
13. C 0.29
14. S 0.03
15. C 0.30
16. C -0.45
17. C -0.40
18. C -0.38
19. C -0.27
20. C -0.10
21. N -0.07
22. H -0.14
23. H 0.25
24. H 0.20
25. H 0.36
26. H 0.04
27. H 0.31
28. H 0.35
29. H 0.18
30. H 0.15
31. H 0.36
32. H 0.06
33. H -0.01
34. H 0.39
35. H 0.21
36. H 0.34
37. H 0.19
38. H 0.29
39. H -0.01
40. H 0.29
41. H 0.27
42. H 0.31
43. H 0.26
44. H 0.31
45. O -0.60
46. N 1.00
47. O -0.60
48. C -0.21
49. C -0.45
50. C -0.46
51. C 0.36
52. C -0.40
53. C -0.42
54. H 0.45
55. H 0.38
56. H 0.21
57. H 0.35
58. H 0.45
59. O -0.55
60. N 0.92
61. O -0.59
62. C -0.04
63. C -0.12
64. C -0.54
65. C -0.39
66. C -0.51
67. C -0.34
68. H 0.51
69. H 0.40
70. H 0.37
71. H 0.37
72. H 0.45
73. O -0.65
74. N 0.96
75. O -0.58
76. C -0.08
77. C 0.07
78. C -0.49
79. C -0.39
80. C -0.44
81. C -0.33
82. H 0.25
83. H 0.42
84. H 0.37
85. H 0.37
86. H 0.43
87. O -0.59
88. N 0.97
89. O -0.58
90. C 0.01
91. C -0.34
92. C -0.43
93. C -0.39
94. C -0.42
95. C -0.28
96. H 0.42
97. H 0.36
98. H 0.36
99. H 0.40


Formula: C33H65Cl28F3INO3P
Source: the OMol25 dataset
Level of theory: ωB97M-V/def2-TZVPD

CARTESIAN COORDINATES (ANGSTROEM)
O1 -1.38 -0.56 3.47
P1 -1.58 0.41 2.16
I1 0.32 1.85 2.13
C1 -2.98 1.51 2.69
N1 -4.23 0.66 2.80
C2 -5.22 1.54 3.56
C3 -6.42 1.95 2.72
O2 -7.64 1.33 3.10
C4 -7.72 -0.01 2.91
F1 -7.12 -0.69 3.91
F2 -7.10 -0.40 1.77
F3 -8.97 -0.36 2.85
C5 -4.30 2.69 4.01
O3 -2.98 2.16 3.93
H1 -1.58 -1.47 3.19
H2 -3.12 2.28 1.91
H3 -3.98 -0.10 3.44
H4 -4.53 0.29 1.89
H5 -5.48 0.96 4.44
H6 -6.21 1.81 1.65
H7 -6.59 3.03 2.85
H8 -4.35 3.55 3.34
H9 -4.55 3.02 5.02
Cl1 0.69 1.92 -3.79
C6 0.96 0.76 -2.47
C7 -0.31 0.12 -1.99
Cl2 -1.38 1.29 -1.14
H10 1.46 1.29 -1.66
H11 1.62 -0.01 -2.85
H12 -0.08 -0.67 -1.27
H13 -0.88 -0.31 -2.81
Cl3 -1.12 -2.65 0.64
C8 -0.96 -3.90 -0.64
C9 0.42 -4.50 -0.66
Cl4 1.66 -3.35 -1.21
H14 -1.23 -3.43 -1.57
H15 -1.69 -4.68 -0.41
H16 0.44 -5.33 -1.35
H17 0.71 -4.85 0.33
Cl5 -2.17 -4.16 3.11
C10 -2.49 -5.68 4.01
C11 -2.69 -6.84 3.07
Cl6 -4.19 -6.68 2.13
H18 -3.36 -5.52 4.65
H19 -1.62 -5.86 4.65
H20 -2.76 -7.76 3.64
H21 -1.86 -6.92 2.37
Cl7 3.01 3.34 5.23
C12 2.44 2.09 6.36
C13 0.96 1.85 6.21
Cl8 -0.03 3.24 6.75
H22 2.69 2.41 7.37
H23 2.98 1.18 6.13
H24 0.65 1.00 6.82
H25 0.71 1.66 5.18
Cl9 2.39 -1.24 -5.40
C14 4.02 -1.88 -5.07
C15 4.21 -2.28 -3.63
Cl10 4.21 -0.87 -2.54
H26 4.74 -1.12 -5.36
H27 4.16 -2.75 -5.71
H28 5.17 -2.78 -3.51
H29 3.42 -2.96 -3.31
Cl11 -1.37 -5.07 -3.53
C16 -1.19 -6.29 -4.82
C17 0.23 -6.79 -4.88
Cl12 1.35 -5.50 -5.41
H30 -1.48 -5.82 -5.76
H31 -1.87 -7.10 -4.60
H32 0.32 -7.60 -5.60
H33 0.57 -7.14 -3.91
Cl13 1.26 3.71 -6.80
C18 0.55 5.22 -6.18
C19 1.53 6.36 -6.21
Cl14 2.86 6.14 -5.04
H34 0.19 5.03 -5.18
H35 -0.30 5.46 -6.82
H36 1.02 7.28 -5.94
H37 1.98 6.47 -7.19
Cl15 7.15 1.54 -2.09
C20 6.17 3.01 -2.37
C21 5.28 3.32 -1.20
Cl16 3.98 2.10 -1.01
H38 5.59 2.86 -3.28
H39 6.86 3.83 -2.52
H40 4.79 4.28 -1.34
H41 5.84 3.35 -0.27
Cl17 4.02 7.45 -1.19
C22 2.32 7.02 -1.53
C23 1.55 6.69 -0.29
Cl18 2.12 5.17 0.46
H42 2.33 6.19 -2.23
H43 1.87 7.89 -2.02
H44 0.50 6.55 -0.53
H45 1.64 7.47 0.46
Cl19 3.33 -0.18 1.90
C24 5.09 0.07 1.73
C25 5.88 -1.05 2.36
Cl20 5.73 -1.06 4.14
H46 5.33 1.03 2.17
H47 5.30 0.11 0.66
H48 6.94 -0.92 2.13
H49 5.56 -2.02 1.99
Cl21 -2.18 4.58 1.07
C26 -1.97 5.29 2.70
C27 -2.06 6.80 2.68
Cl22 -0.67 7.51 1.84
H50 -1.02 4.95 3.09
H51 -2.77 4.89 3.33
H52 -2.06 7.18 3.70
H53 -2.97 7.14 2.18
Cl23 -4.57 -9.68 4.56
C28 -4.39 -10.98 3.35
C29 -3.01 -11.58 3.38
Cl24 -1.76 -10.43 2.81
H54 -4.62 -10.55 2.38
H55 -5.13 -11.74 3.59
H56 -2.97 -12.44 2.71
H57 -2.73 -11.90 4.38
Cl25 5.17 -5.40 -5.36
C30 5.16 -7.01 -4.58
C31 5.16 -8.13 -5.59
Cl26 3.63 -8.22 -6.49
H58 4.29 -7.06 -3.94
H59 6.06 -7.07 -3.97
H60 5.29 -9.08 -5.08
H61 5.97 -8.01 -6.31
Cl27 -1.59 8.93 -1.05
C32 -2.57 10.40 -1.23
C33 -3.38 10.67 0.01
Cl28 -4.65 9.44 0.27
H62 -3.21 10.28 -2.10
H63 -1.89 11.23 -1.40
H64 -3.88 11.63 -0.07
H65 -2.75 10.68 0.90

Results
Charge: +1
Highest occupied orbital energy (eV): -11.17

Mulliken population analysis, charges in e, atoms 1 to 99:
1. O -0.42
2. P 0.67
3. I 0.04
4. C -0.37
5. N -0.15
6. C 0.05
7. C -0.79
8. O -0.41
9. C 0.93
10. F -0.26
11. F -0.26
12. F -0.22
13. C -0.88
14. O -0.21
15. H 0.28
16. H 0.12
17. H 0.40
18. H 0.43
19. H 0.51
20. H 0.45
21. H 0.36
22. H 0.37
23. H 0.43
24. Cl -0.12
25. C 0.44
26. C -0.07
27. Cl -0.10
28. H -0.08
29. H -0.35
30. H -0.20
31. H 0.43
32. Cl -0.13
33. C -0.94
34. C -0.26
35. Cl -0.10
36. H 0.28
37. H 0.47
38. H 0.17
39. H 0.34
40. Cl -0.11
41. C -0.66
42. C -0.13
43. Cl -0.20
44. H 0.35
45. H 0.33
46. H 0.10
47. H 0.29
48. Cl -0.17
49. C -0.44
50. C 0.02
51. Cl -0.21
52. H 0.36
53. H 0.25
54. H 0.33
55. H -0.16
56. Cl -0.19
57. C -0.35
58. C -0.47
59. Cl 0.03
60. H 0.39
61. H 0.14
62. H 0.38
63. H 0.07
64. Cl -0.12
65. C -0.57
66. C -0.53
67. Cl -0.11
68. H 0.35
69. H 0.34
70. H 0.37
71. H 0.29
72. Cl -0.17
73. C -0.42
74. C -0.47
75. Cl -0.15
76. H 0.27
77. H 0.31
78. H 0.28
79. H 0.36
80. Cl -0.19
81. C -0.45
82. C -0.28
83. Cl 0.06
84. H 0.29
85. H 0.38
86. H -0.02
87. H 0.33
88. Cl -0.20
89. C -0.43
90. C -0.35
91. Cl -0.09
92. H 0.16
93. H 0.36
94. H 0.16
95. H 0.34
96. Cl -0.05
97. C -0.34
98. C -0.49
99. Cl -0.20


Formula: C4H8O2
Source: the OMol25 dataset
Level of theory: ωB97M-V/def2-TZVPD

CARTESIAN COORDINATES (ANGSTROEM)
C1 0.38 0.97 -0.94
C2 -0.83 1.09 -0.02
O1 -0.62 0.39 1.19
C3 -0.40 -0.98 0.91
C4 0.88 -1.10 0.08
O2 0.73 -0.38 -1.14
H1 0.15 1.38 -1.93
H2 1.23 1.54 -0.53
H3 -1.03 2.13 0.25
H4 -1.71 0.67 -0.54
H5 -0.35 -1.48 1.88
H6 -1.25 -1.39 0.35
H7 1.73 -0.70 0.66
H8 1.09 -2.13 -0.21

Results
Charge: 0
Energy above the lowest of the compared OMol25 structures with the same formula, charge and spin (eV): 1.504
Structure (SMILES): C1COCCO1
Highest occupied orbital energy (eV): -9.36

Just the Mulliken charges please, in e? Sure, here they are:
1. C -0.40
2. C -0.45
3. O -0.38
4. C -0.43
5. C -0.40
6. O -0.37
7. H 0.29
8. H 0.30
9. H 0.31
10. H 0.31
11. H 0.31
12. H 0.30
13. H 0.30
14. H 0.30


| no. | LUMO energy (Ha) | frontier orbital gap (eV) | energy (eV) |
| --- | --- | --- | --- |
| 1 | 0.041 | 12.240 | -4341.6196 |
| 2 | 0.022 | 11.210 | -11007.0586 |
| 3 | -0.035 | 7.083 | -91809.5889 |
| 4 | -0.085 | 8.843 | -419076.7500 |
| 5 | 0.041 | 10.478 | -8371.7773 |